Below is the ion C4H8N2O with charge +2 at a distorted geometry, with properties calculated with wB97M-V/def2-TZVPD.

Structure (XYZ):
```
15
Properties=species:S:1:pos:R:3:mulliken_charge:R:1
C -0.65 -1.22 0.04 -0.048
C 0.74 -1.18 -0.03 -0.232
C -2.53 0.38 0.06 -0.684
C 2.51 0.49 0.02 -0.770
N -1.13 0.01 -0.01 0.359
N 1.22 0.03 -0.04 0.272
O -0.15 0.87 -0.08 -0.134
H -1.38 -2.00 0.13 0.491
H 1.49 -2.11 -0.07 0.447
H -2.73 0.84 0.98 0.348
H -2.60 1.36 -0.65 0.371
H -3.09 -0.33 -0.41 0.371
H 2.90 0.28 0.97 0.438
H 3.26 0.11 -0.64 0.375
H 2.51 1.51 0.04 0.395
```

The multiplicity is 1. The value obtained for the electronic energy is -341.0598 hartree. Its charge is +2. The calculation puts the HOMO-LUMO gap at 9.87 eV. As for the energy above the lowest of the compared OMol25 structures with the same formula, charge and spin: 26.7 kcal/mol. The value obtained for the molar mass is 100.12 g mol⁻¹.


Below is a structure of composition C10H20Cl10F6Mg2N3O12S6 at a distorted geometry, with properties calculated with wB97M-V/def2-TZVPD.

Structure (XYZ):
```
69
Properties=species:S:1:pos:R:3:mulliken_charge:R:1
Mg 20.35 1.54 6.42 1.538
Mg 16.30 6.42 9.40 1.585
N 18.60 5.65 12.11 -0.197
S 19.97 4.57 12.09 1.058
O 21.22 4.84 12.80 -0.434
O 20.06 3.97 10.74 -0.669
F 19.18 3.41 12.79 -0.180
S 19.07 6.24 13.48 1.009
O 19.98 7.34 13.53 -0.527
O 18.94 5.47 14.69 -0.479
F 17.74 7.14 13.56 -0.328
N 16.88 0.38 6.20 -0.135
S 15.48 0.73 7.18 1.067
O 14.14 0.21 7.06 -0.419
O 15.66 2.10 7.68 -0.598
F 16.01 -0.08 8.51 -0.250
S 16.01 -0.53 5.29 1.031
O 15.29 0.20 4.25 -0.448
O 15.64 -1.86 5.66 -0.454
F 17.30 -0.92 4.40 -0.329
N 17.19 7.18 6.04 -0.149
S 18.80 6.95 5.46 0.981
O 19.53 7.94 4.66 -0.481
O 19.23 5.58 5.37 -0.571
F 19.35 7.43 6.87 -0.260
S 16.65 7.51 4.71 1.014
O 16.99 6.72 3.55 -0.518
O 16.45 8.91 4.54 -0.535
F 15.11 7.08 5.00 -0.322
Cl 17.56 -2.28 18.31 -0.185
C 16.82 -0.64 18.09 -0.387
C 15.37 -0.69 17.44 -0.459
Cl 15.28 -1.33 15.85 -0.170
H 17.39 -0.08 17.36 0.275
H 16.84 -0.14 19.06 0.317
H 15.01 0.32 17.23 0.277
H 14.68 -1.26 18.05 0.332
Cl 20.18 12.86 18.81 -0.169
C 20.57 11.25 19.31 -0.448
C 19.32 10.49 19.64 -0.393
Cl 18.44 11.29 20.98 -0.168
H 21.19 11.40 20.19 0.280
H 21.27 10.77 18.62 0.323
H 19.51 9.46 19.96 0.289
H 18.70 10.45 18.74 0.287
Cl 18.08 14.83 11.89 -0.160
C 16.84 13.82 12.61 -0.411
C 15.65 13.49 11.63 -0.445
Cl 16.14 12.06 10.68 -0.190
H 16.41 14.40 13.42 0.272
H 17.25 12.94 13.10 0.328
H 15.44 14.30 10.93 0.318
H 14.71 13.26 12.12 0.288
Cl 25.68 0.96 20.03 -0.183
C 25.86 1.54 18.33 -0.431
C 24.52 2.07 17.76 -0.417
Cl 23.46 0.74 17.15 -0.189
H 26.32 0.82 17.65 0.340
H 26.63 2.30 18.41 0.285
H 24.73 2.67 16.87 0.261
H 23.90 2.68 18.42 0.333
Cl 20.95 -2.51 11.30 -0.196
C 19.97 -3.53 12.37 -0.529
C 19.02 -4.42 11.75 -0.291
Cl 19.98 -5.40 10.65 -0.181
H 19.39 -2.96 13.09 0.329
H 20.71 -4.12 12.90 0.334
H 18.33 -3.83 11.15 0.246
H 18.51 -5.01 12.51 0.290
```

The multiplicity is 1. The value obtained for the electronic energy is -9449.6472 hartree. Its charge is +1. The calculation puts the HOMO-LUMO gap at 1.21 eV. As for the energy above the lowest of the compared OMol25 structures with the same formula, charge and spin: 421.7 kcal/mol. The value obtained for the molar mass is 1083.81 g mol⁻¹.


Below is a cluster of 2 separate species, C5H8N in total at a distorted geometry, with properties calculated with wB97M-V/def2-TZVPD.

Structure (XYZ):
```
14
Properties=species:S:1:pos:R:3:mulliken_charge:R:1
C 0.04 -0.32 -2.15 0.131
C 1.03 -1.25 1.32 -0.624
C 0.41 -0.74 0.32 0.358
C 0.40 0.97 -1.59 -0.557
C -1.39 0.56 1.34 -1.047
N 0.28 -0.28 -0.92 0.053
H -0.23 -0.91 -3.00 0.395
H 1.99 -1.65 1.05 0.273
H 0.86 -1.26 2.46 0.273
H 1.33 1.34 -1.74 0.327
H -0.42 1.80 -1.34 0.227
H -2.01 0.69 0.51 0.353
H -0.48 1.05 1.64 0.487
H -1.81 0.01 2.08 0.351
```

The multiplicity is 1. The value obtained for the electronic energy is -249.5259 hartree. Its charge is +1. The calculation puts the HOMO-LUMO gap (alpha / beta) at 8.07 / 7.65 eV. As for the energy above the lowest of the compared OMol25 structures with the same formula, charge and spin: 187.8 kcal/mol. The value obtained for the molar mass is 82.13 g mol⁻¹.


Below is a cluster of 3 separate species, C7H14O2 in total at a distorted geometry, with properties calculated with wB97M-V/def2-TZVPD.

Structure (XYZ):
```
23
Properties=species:S:1:pos:R:3:mulliken_charge:R:1
C -2.64 -0.57 -0.76 -0.784
C -2.46 0.70 -0.40 -0.238
C -1.40 1.07 0.59 -0.271
C -0.42 1.87 0.17 -0.376
C 0.88 1.94 0.98 -0.786
C 1.59 0.64 0.76 -0.001
C 2.13 -0.01 1.78 -0.936
H -2.36 -1.44 -0.19 0.257
H -3.34 -0.72 -1.57 0.267
H -3.07 1.54 -0.72 0.363
H -1.43 0.50 1.51 0.403
H -0.55 2.43 -0.74 0.386
H 0.72 2.20 2.04 0.358
H 1.43 2.86 0.78 0.368
H 1.48 0.33 -0.27 0.423
H 2.90 -0.78 1.74 0.309
H 2.34 0.55 2.70 0.272
O -0.19 -3.16 -0.24 -0.622
H -0.41 -2.94 0.67 0.316
H 0.19 -2.38 -0.64 0.304
O 1.73 -1.28 -2.55 -0.649
H 1.82 -2.24 -2.38 0.312
H 1.07 -1.10 -3.26 0.323
```

The multiplicity is 1. As for the SMILES: C=C/C=C/CC=C.O.O. The value obtained for the electronic energy is -425.4832 hartree. Its charge is 0. The calculation puts the HOMO-LUMO gap at 9.62 eV. As for the energy above the lowest of the compared OMol25 structures with the same formula, charge and spin: 76.6 kcal/mol. The value obtained for the molar mass is 130.19 g mol⁻¹.


Below is an isolated molecule of C2H4N2OS at a distorted geometry, with properties calculated with wB97M-V/def2-TZVPD.

Structure (XYZ):
```
10
Properties=species:S:1:pos:R:3:mulliken_charge:R:1
O 2.91 -0.47 0.05 -0.579
N 1.40 -0.29 -0.18 0.622
N 0.59 -1.20 -0.31 -0.444
C -0.72 -0.70 -0.03 -0.323
C -0.77 0.87 0.04 -0.493
S 1.00 1.33 0.03 0.057
H -0.84 -1.07 1.08 0.207
H -1.31 -1.31 -0.73 0.334
H -1.11 1.45 -0.90 0.280
H -1.15 1.38 0.94 0.340
```

The multiplicity is 1. As for the SMILES: [O-][N+]1=NCCS1. The value obtained for the electronic energy is -661.3648 hartree. Its charge is 0. The calculation puts the HOMO-LUMO gap at 9.40 eV. As for the energy above the lowest of the compared OMol25 structures with the same formula, charge and spin: 138.5 kcal/mol. The value obtained for the molar mass is 104.13 g mol⁻¹.


Below is a cluster of 2 separate species, C2H7N5 in total at a distorted geometry, with properties calculated with wB97M-V/def2-TZVPD.

Structure (XYZ):
```
14
Properties=species:S:1:pos:R:3:mulliken_charge:R:1
C 0.87 0.67 0.89 -0.317
C 0.20 1.15 -1.53 -0.736
N 0.81 -0.60 1.61 -0.256
N 0.41 -1.47 0.80 -0.202
N 0.59 0.24 -0.45 0.348
N 0.20 -1.07 -0.38 -0.246
N -1.92 -1.47 0.63 -0.490
H 0.02 1.36 1.27 0.276
H 1.87 1.18 1.16 0.257
H -0.10 0.46 -2.35 0.319
H -0.40 1.97 -1.13 0.279
H 1.08 1.74 -1.92 0.269
H -1.68 -2.02 1.51 0.263
H -1.96 -2.13 -0.12 0.235
```

The multiplicity is 1. The value obtained for the electronic energy is -353.9724 hartree. Its charge is 0. The calculation puts the HOMO-LUMO gap (alpha / beta) at 8.48 / 8.88 eV. As for the energy above the lowest of the compared OMol25 structures with the same formula, charge and spin: 137.4 kcal/mol. The value obtained for the molar mass is 101.11 g mol⁻¹.


- Which value of electronic energy does entry 5 give?
  -661.3648 hartree


- multiplicity of number 4 (C7H14O2)?
  1